[1]
Molecular formula: C6H9N
Method: DFT, ωB97M-V/def2-TZVPD

Structure (XYZ):
```
16
Properties=species:S:1:pos:R:3
C -0.180 -1.033 -1.476
C -1.101 -0.617 -0.909
C -0.745 2.349 1.405
C 1.022 -1.712 -2.021
C -2.306 -0.007 -0.341
C 1.416 1.182 2.055
N 0.264 1.818 1.758
H 1.824 -1.183 -1.679
H 1.125 -1.812 -3.177
H 0.998 -2.666 -1.399
H -2.969 -0.605 0.375
H -2.869 0.474 -1.176
H -1.939 0.893 0.210
H 1.147 0.236 2.578
H 2.211 1.706 2.623
H 2.102 0.977 1.172
```

Summary:
**DFT total energy**: -288.62573 Eh
**Total charge**: 0
**Kohn-Sham gap**: 10.10 eV
**Energy above the lowest of the compared OMol25 structures with the same formula, charge and spin**: 98.1 kcal/mol
**F_max**: 0.111 Eh/bohr

=====

[2]
Molecular formula: C6H9N
Method: DFT, ωB97M-V/def2-TZVPD

Structure (XYZ):
```
16
Properties=species:S:1:pos:R:3
C -1.428 -0.869 -0.642
C -0.293 0.027 -1.077
C 0.962 0.154 -0.249
C 1.260 -0.690 0.976
C -0.053 1.291 -0.336
C -0.782 1.614 0.872
N -0.503 1.802 1.980
H -2.374 -0.496 -1.047
H -1.267 -1.886 -1.011
H -1.537 -0.917 0.447
H -0.178 0.142 -2.147
H 1.862 0.378 -0.819
H 0.369 -0.942 1.555
H 1.734 -1.632 0.668
H 1.952 -0.175 1.653
H 0.276 2.200 -0.824
```

Summary:
**DFT total energy**: -288.71492 Eh
**Total charge**: 0
**Kohn-Sham gap**: 10.98 eV
**SMILES**: C[C@@H]1[C@H](C)[C@@H]1C#N
**Energy above the lowest of the compared OMol25 structures with the same formula, charge and spin**: 42.1 kcal/mol
**F_max**: 0.052 Eh/bohr

=====

[3]
Molecular formula: C6H9N
Method: DFT, ωB97M-V/def2-TZVPD

Structure (XYZ):
```
16
Properties=species:S:1:pos:R:3
C -1.581 0.161 2.502
C -0.739 0.464 1.200
C 1.092 1.106 0.042
C 0.852 0.175 -0.962
C 1.716 0.029 -2.203
C -0.159 -0.721 -0.767
N -0.871 -0.569 0.395
H -2.048 -0.851 2.482
H -1.021 0.192 3.442
H -2.435 0.843 2.634
H 1.319 2.111 -0.387
H 1.084 -0.245 -3.054
H 2.439 -0.780 -2.047
H 2.280 0.924 -2.479
H -0.482 -1.474 -1.460
H -1.448 -1.364 0.662
```

Summary:
**DFT total energy**: -288.58561 Eh
**Total charge**: 0
**Kohn-Sham gap**: 7.66 eV
**Energy above the lowest of the compared OMol25 structures with the same formula, charge and spin**: 123.3 kcal/mol
**F_max**: 0.027 Eh/bohr

=====

Which of these has the lowest Kohn-Sham gap? number 3